C4H11N2O | ωB97M-V/def2-TZVPD

The total charge is -1. The highest occupied orbital energy is -2.2990 eV. For the calculated total energy, the calculation gives -9352.85075 eV. As for the HOMO-LUMO gap: 6.26 eV. Its lowest unoccupied orbital energy is 4.0 eV. The structure (SMILES) is NCCNCC[O-].

XYZ file:
```
18
Properties=species:S:1:pos:R:3:forces:R:3
N -2.120 1.663 0.208 -0.005 0.350 -0.289
C -1.293 0.740 0.999 -0.247 -1.410 -2.032
C -1.127 -0.566 0.116 1.626 2.128 1.510
N -0.090 -0.322 -0.900 -1.876 -0.856 -1.234
C 1.316 -0.006 -0.704 0.428 0.546 1.236
C 2.208 -1.077 0.032 -0.938 -0.021 -1.067
O 3.512 -0.874 -0.043 0.074 0.143 0.243
H -1.901 2.629 0.421 -0.007 0.006 -0.010
H -1.925 1.537 -0.791 0.191 0.019 0.506
H -1.888 0.414 1.848 0.463 0.363 0.614
H -0.266 1.094 1.163 -0.456 0.026 0.656
H -0.849 -1.351 0.820 -0.263 -0.454 -0.072
H -2.106 -0.696 -0.344 0.146 -0.505 -0.200
H -0.153 -1.135 -1.506 0.279 0.237 -0.150
H 1.722 0.142 -1.707 0.140 0.080 0.019
H 1.394 0.976 -0.166 0.065 -0.614 -0.397
H 1.834 -2.036 -0.496 0.170 0.122 0.353
H 1.732 -1.132 1.049 0.208 -0.158 0.314
```
Forces are in eV/Å.

Now the natural (NBO) charges, all in e: -0.866, -0.235, -0.212, -0.675, -0.244, 0.003, -0.934, 0.343, 0.363, 0.172, 0.192, 0.167, 0.181, 0.344, 0.179, 0.150, 0.023, 0.049

C23H24ClN3O2 | ωB97M-V/def2-TZVPD

The highest occupied orbital energy is -8.1629 eV. For the calculated total energy, the calculation gives -45330.48238 eV. As for the HOMO-LUMO gap: 8.74 eV. Its lowest unoccupied orbital energy is 0.6 eV. The structure (SMILES) is O=C(NCc1cccc2[nH]ccc12)[C@@H]1CCC(=O)N(CCc2ccc(Cl)cc2)C1.

XYZ file:
```
53
Properties=species:S:1:pos:R:3:forces:R:3
O -0.241 2.681 0.741 -0.242 0.428 -0.048
C 0.290 1.595 0.629 -0.158 -0.712 0.167
N 1.624 1.412 0.662 0.415 -0.062 0.078
C 2.574 2.511 0.632 0.042 0.088 -0.014
C 3.353 2.493 -0.654 0.160 -0.008 0.009
C 4.690 2.153 -0.691 -0.143 0.052 0.209
C 5.405 2.094 -1.891 0.089 -0.014 -0.239
C 4.800 2.364 -3.099 0.149 -0.032 -0.010
C 3.453 2.704 -3.078 0.073 -0.103 0.628
N 2.602 3.020 -4.096 0.066 0.036 -0.429
C 1.366 3.293 -3.576 -0.294 0.050 0.099
C 1.390 3.154 -2.223 -0.218 0.058 -0.099
C 2.716 2.775 -1.870 0.406 -0.051 -0.339
C -0.495 0.303 0.415 -0.265 0.379 -0.179
C -0.504 -0.055 -1.072 0.090 -0.248 0.114
C -1.211 -1.390 -1.239 -0.028 0.051 -0.089
C -2.533 -1.512 -0.501 0.248 -0.093 -0.349
O -3.317 -2.398 -0.790 -0.129 -0.280 -0.193
N -2.778 -0.638 0.500 -0.158 0.142 0.221
C -3.988 -0.806 1.279 -0.229 -0.141 0.031
C -3.694 -1.416 2.664 0.043 0.055 -0.246
C -2.730 -2.559 2.512 -0.053 -0.003 0.201
C -3.145 -3.763 1.957 0.130 0.049 0.114
C -2.244 -4.785 1.725 0.074 -0.056 0.006
C -0.911 -4.602 2.053 -0.121 0.149 0.036
Cl 0.230 -5.870 1.751 0.127 -0.154 -0.034
C -0.477 -3.417 2.620 0.086 -0.095 -0.055
C -1.391 -2.403 2.844 -0.097 -0.073 -0.004
C -1.941 0.488 0.855 0.317 0.323 -0.007
H 2.000 0.493 0.492 -0.149 0.012 -0.010
H 1.984 3.427 0.720 0.108 -0.080 0.076
H 3.249 2.430 1.490 -0.060 0.106 -0.099
H 5.206 1.931 0.233 0.031 -0.016 0.117
H 6.451 1.829 -1.865 0.087 -0.022 -0.024
H 5.350 2.315 -4.027 0.087 -0.014 -0.077
H 2.847 3.063 -5.070 -0.038 -0.002 0.118
H 0.552 3.569 -4.219 -0.114 0.049 -0.100
H 0.572 3.313 -1.550 -0.249 0.063 0.121
H -0.032 -0.512 0.981 0.011 0.007 -0.010
H 0.512 -0.114 -1.470 -0.037 0.053 -0.038
H -1.031 0.727 -1.623 0.035 0.082 -0.018
H -1.404 -1.608 -2.291 -0.049 -0.067 0.097
H -0.583 -2.200 -0.855 -0.024 -0.011 -0.020
H -4.628 -1.483 0.710 0.013 0.177 0.106
H -4.488 0.161 1.389 -0.014 -0.034 -0.039
H -3.272 -0.660 3.328 -0.035 -0.028 0.066
H -4.635 -1.760 3.095 -0.019 0.066 0.069
H -4.180 -3.900 1.686 -0.132 -0.007 -0.072
H -2.570 -5.713 1.283 0.000 -0.097 -0.043
H 0.563 -3.289 2.880 0.092 -0.024 0.022
H -1.052 -1.477 3.289 0.015 0.118 0.050
H -2.330 1.407 0.396 0.084 -0.082 0.161
H -1.980 0.625 1.939 -0.027 0.017 -0.031
```
Forces are in eV/Å.

Now the natural (NBO) charges, all in e: -0.640, 0.701, -0.604, -0.249, -0.041, -0.228, -0.214, -0.238, 0.126, -0.520, -0.018, -0.334, -0.037, -0.327, -0.392, -0.485, 0.692, -0.645, -0.450, -0.215, -0.434, -0.029, -0.126, -0.236, -0.048, -0.002, -0.230, -0.217, -0.191, 0.395, 0.245, 0.202, 0.207, 0.213, 0.213, 0.413, 0.214, 0.244, 0.217, 0.218, 0.212, 0.240, 0.230, 0.245, 0.199, 0.205, 0.224, 0.213, 0.229, 0.223, 0.210, 0.214, 0.203

C26H42NO2PtSbSi | ωB97M-V/def2-TZVPD

The highest occupied orbital energy (alpha / beta) is -7.5989 / -7.8356 eV. For the calculated total energy, the calculation gives -50889.30109 eV. As for the HOMO-LUMO gap (alpha / beta): 8.04 / 6.32 eV. Its lowest unoccupied orbital energy (alpha / beta) is 0.4 / -1.5 eV. Its spin multiplicity is 3.

XYZ file:
```
74
Properties=species:S:1:pos:R:3:forces:R:3
Pt -0.157 0.257 0.093 -0.543 1.129 1.168
O -0.975 2.333 3.817 -0.046 -0.031 -0.015
C -0.774 1.960 2.671 0.384 1.304 0.171
O -1.017 0.816 2.202 0.290 -1.394 -1.005
C -0.239 3.019 1.678 -0.276 -0.064 0.685
C -0.116 4.330 2.125 -0.009 -0.044 -0.126
C 0.230 5.314 1.218 0.055 -0.138 -0.078
C 0.466 4.946 -0.101 -0.072 -0.039 0.055
C 0.372 3.609 -0.445 0.144 0.302 -0.347
N 0.014 2.674 0.422 0.158 -0.961 0.045
H -0.315 4.534 3.165 -0.038 -0.024 0.031
H 0.316 6.344 1.532 -0.006 0.050 -0.029
H 0.708 5.680 -0.854 0.110 0.042 -0.067
H 0.592 3.270 -1.450 -0.022 0.015 -0.052
C 2.882 0.381 1.455 -0.413 -0.226 -0.827
Si 2.114 -0.177 -0.242 1.962 0.397 0.215
C 2.974 0.864 -1.640 -0.576 -0.457 0.640
C 2.903 -1.928 -0.486 -0.665 0.538 0.052
C 4.292 -2.020 -0.437 0.063 0.187 0.010
C 4.950 -3.228 -0.567 0.129 -0.023 0.012
C 4.224 -4.394 -0.745 -0.028 -0.048 -0.013
C 2.842 -4.327 -0.799 -0.032 -0.231 -0.030
C 2.197 -3.108 -0.676 -0.144 0.061 -0.015
H 3.948 0.178 1.472 0.262 -0.047 -0.013
H 2.418 -0.175 2.263 -0.091 -0.109 0.149
H 2.730 1.438 1.642 -0.081 0.262 0.005
H 4.044 0.680 -1.630 0.195 -0.074 0.043
H 2.820 1.929 -1.509 -0.083 0.247 0.067
H 2.601 0.583 -2.621 -0.085 -0.065 -0.166
H 4.874 -1.122 -0.291 0.165 0.137 0.031
H 6.031 -3.263 -0.525 0.030 0.005 0.004
H 4.732 -5.343 -0.840 0.010 -0.067 -0.009
H 2.263 -5.230 -0.934 -0.030 -0.051 -0.024
H 1.120 -3.072 -0.728 -0.155 -0.075 -0.011
C -4.511 2.282 0.403 0.221 -0.040 -0.138
C -4.597 0.806 0.749 0.471 -0.203 -0.210
C -5.856 0.190 0.164 0.152 -0.103 -0.128
C -4.553 0.617 2.254 0.246 -0.119 0.019
Sb -2.742 -0.176 -0.089 -0.846 -0.449 -0.664
C -2.809 -2.333 0.546 -0.156 0.465 -0.318
C -2.476 -2.343 2.028 0.021 0.259 -0.004
C -4.135 -3.012 0.266 0.020 0.063 -0.020
C -1.682 -3.013 -0.214 0.017 0.313 -0.126
C -2.815 0.036 -2.351 -0.168 -0.139 0.628
C -2.555 1.509 -2.634 -0.036 0.000 0.293
C -1.634 -0.769 -2.872 0.085 -0.079 0.396
C -4.112 -0.431 -2.983 0.050 0.039 0.076
H -5.320 2.830 0.889 -0.115 0.020 0.095
H -4.602 2.442 -0.670 -0.012 0.080 -0.045
H -3.565 2.705 0.739 0.058 0.143 0.033
H -6.733 0.651 0.620 -0.107 0.115 0.095
H -5.909 -0.878 0.359 -0.069 -0.081 -0.001
H -5.920 0.344 -0.910 -0.061 0.009 -0.067
H -5.334 1.213 2.729 -0.131 0.087 -0.007
H -3.593 0.925 2.663 0.045 0.015 0.152
H -4.724 -0.424 2.521 -0.026 -0.060 0.082
H -3.276 -1.913 2.624 -0.013 0.049 0.118
H -1.564 -1.779 2.224 0.037 -0.010 0.129
H -2.328 -3.370 2.366 0.028 -0.159 -0.010
H -4.922 -2.628 0.912 -0.101 0.001 0.007
H -4.042 -4.081 0.465 -0.013 -0.180 0.046
H -4.436 -2.892 -0.774 -0.097 -0.043 -0.041
H -0.773 -2.402 -0.143 0.002 -0.185 -0.074
H -1.936 -3.152 -1.263 0.077 -0.041 -0.058
H -1.472 -3.992 0.216 0.010 -0.145 0.111
H -1.641 1.833 -2.130 0.000 0.103 -0.066
H -3.376 2.141 -2.303 -0.017 0.078 0.030
H -2.436 1.670 -3.707 0.063 -0.043 -0.152
H -0.730 -0.552 -2.278 -0.074 -0.118 -0.255
H -1.428 -0.517 -3.911 0.002 0.084 -0.191
H -1.833 -1.836 -2.817 0.086 -0.113 -0.049
H -4.937 0.233 -2.732 -0.095 -0.005 0.002
H -4.362 -1.440 -2.664 -0.117 -0.114 -0.045
H -4.015 -0.436 -4.069 0.003 -0.003 -0.200
```
Forces are in eV/Å.

Now the Löwdin charges, all in e: 0.665, 0.046, -0.641, -0.200, -0.184, 0.009, -0.044, -0.049, -0.137, 0.025, 0.120, 0.110, 0.105, 0.107, -0.220, 0.464, -0.219, -0.288, -0.120, -0.090, -0.097, -0.093, -0.110, 0.012, 0.019, 0.007, 0.013, -0.003, 0.014, 0.089, 0.101, 0.099, 0.099, 0.065, -0.116, -0.668, -0.101, -0.109, 1.586, -0.688, -0.115, -0.110, -0.146, -0.689, -0.128, -0.140, -0.110, 0.091, 0.059, 0.077, 0.092, 0.057, 0.058, 0.092, 0.070, 0.064, 0.062, 0.066, 0.091, 0.063, 0.088, 0.068, 0.013, 0.068, 0.093, 0.049, 0.058, 0.089, 0.022, 0.089, 0.062, 0.061, 0.068, 0.086

C8H14OPTi | ωB97M-V/def2-TZVPD

The total charge is +1. The highest occupied orbital energy is -11.1560 eV. For the calculated total energy, the calculation gives -42964.39708 eV. As for the HOMO-LUMO gap: 6.89 eV. Its lowest unoccupied orbital energy is -4.3 eV.

XYZ file:
```
25
Properties=species:S:1:pos:R:3:forces:R:3
C 0.763 -1.127 -1.951 -0.137 1.012 0.533
C 0.460 -0.629 -3.221 -0.084 -0.442 -0.377
C -0.769 -0.054 -3.601 0.032 -0.122 0.313
C -1.858 0.156 -2.705 -0.441 -0.097 -1.093
C -1.839 -0.114 -1.363 0.371 0.753 1.016
Ti -0.007 0.392 -1.046 0.000 -1.755 -2.603
P 2.541 0.028 0.123 0.780 0.224 0.245
H 1.618 -1.779 -1.795 -0.141 -0.052 -0.200
H 1.193 -0.729 -4.026 -0.157 -0.169 0.151
H -0.970 0.044 -4.684 0.369 0.625 0.794
H -2.722 -0.032 -0.720 0.131 -0.369 -0.414
H -2.774 0.494 -3.208 0.214 -0.014 0.327
H 3.193 0.981 0.951 0.048 -0.141 -0.202
H 3.676 -0.372 -0.643 -0.395 0.189 0.259
H 2.613 -1.006 1.095 -0.172 0.087 -0.290
C -1.274 -0.648 2.890 0.124 0.267 0.498
C -0.451 0.299 2.089 0.053 -0.460 -2.309
C 0.221 1.431 2.763 -0.196 0.053 0.684
O -0.319 0.150 0.837 -0.610 0.452 3.529
H -1.276 -0.307 3.922 -0.071 -0.116 0.065
H -0.862 -1.655 2.882 0.024 -0.116 -0.300
H -2.312 -0.680 2.559 0.079 -0.062 -0.342
H 1.305 1.389 2.657 0.013 -0.100 -0.162
H -0.117 2.392 2.382 -0.062 0.067 -0.227
H -0.033 1.374 3.816 0.228 0.284 0.106
```
Forces are in eV/Å.

Now the natural (NBO) charges, all in e: -0.438, -0.297, -0.249, -0.263, -0.429, 1.089, 0.049, 0.214, 0.239, 0.249, 0.220, 0.239, 0.027, 0.063, 0.048, -0.731, 0.714, -0.736, -0.595, 0.241, 0.281, 0.280, 0.266, 0.272, 0.248

C19H21FN3O2 | ωB97M-V/def2-TZVPD

The total charge is +1. The highest occupied orbital energy is -11.3109 eV. For the calculated total energy, the calculation gives -31319.87209 eV. As for the HOMO-LUMO gap: 8.41 eV. Its lowest unoccupied orbital energy is -2.9 eV. The structure (SMILES) is COc1ccc(OC)c(C[NH2+]c2ncc(-c3ccc(F)cc3)n2C)c1.

XYZ file:
```
46
Properties=species:S:1:pos:R:3:forces:R:3
C -5.016 -2.483 1.404 -0.188 0.031 0.169
O -3.962 -2.765 0.510 0.184 -0.144 -0.216
C -3.266 -1.747 -0.035 0.228 0.127 -0.061
C -2.305 -2.098 -0.990 -0.291 0.034 0.279
C -1.536 -1.144 -1.618 0.115 0.236 -0.067
C -1.691 0.207 -1.306 -0.194 0.097 0.161
O -0.973 1.222 -1.854 -0.362 -0.107 0.290
C -0.084 0.937 -2.916 0.232 -0.006 -0.238
C -2.642 0.569 -0.342 0.276 0.046 -0.223
C -2.794 2.011 0.027 -0.355 -0.347 -0.607
N -1.871 2.363 1.181 0.001 0.085 0.045
C -0.478 2.196 0.840 1.143 0.178 -0.196
N 0.200 3.131 0.238 -1.056 0.202 0.401
C 1.412 2.587 -0.012 -0.047 -0.494 0.158
C 1.455 1.288 0.445 0.026 0.448 -0.272
C 2.526 0.308 0.344 0.161 -0.239 0.060
C 2.263 -1.013 -0.024 0.164 0.171 0.000
C 3.294 -1.923 -0.151 0.206 -0.088 0.032
C 4.592 -1.504 0.092 -0.151 0.147 0.016
F 5.591 -2.386 -0.025 -0.053 0.059 0.009
C 4.882 -0.196 0.445 0.093 -0.231 -0.101
C 3.845 0.707 0.567 -0.209 -0.139 -0.001
N 0.222 1.043 1.008 -0.158 0.556 -0.140
C -0.164 -0.107 1.783 -0.182 -0.574 0.238
C -3.420 -0.402 0.285 -0.079 -0.215 -0.025
H -4.649 -2.017 2.324 0.001 0.003 -0.038
H -5.773 -1.844 0.941 0.028 -0.003 0.002
H -5.459 -3.447 1.646 -0.001 0.104 0.020
H -2.191 -3.142 -1.233 0.022 -0.149 -0.049
H -0.819 -1.454 -2.360 0.096 -0.023 -0.099
H 0.741 0.299 -2.586 -0.029 -0.001 0.011
H 0.311 1.902 -3.224 0.016 -0.096 -0.027
H -0.604 0.470 -3.755 0.003 0.000 0.023
H -3.814 2.238 0.339 0.103 0.062 0.099
H -2.501 2.643 -0.812 0.012 0.099 0.254
H -1.998 3.357 1.408 0.064 -0.205 0.140
H -2.116 1.782 1.993 -0.002 0.265 -0.110
H 2.170 3.145 -0.519 0.264 0.047 -0.135
H 1.253 -1.327 -0.241 -0.123 -0.035 -0.015
H 3.107 -2.945 -0.439 0.015 -0.115 -0.031
H 5.904 0.097 0.620 0.118 0.009 0.019
H 4.049 1.729 0.847 0.046 0.109 0.064
H 0.732 -0.661 2.057 -0.091 0.083 0.047
H -0.828 -0.767 1.221 0.045 0.026 0.014
H -0.662 0.206 2.703 0.045 -0.021 0.000
H -4.160 -0.089 1.005 -0.135 0.008 0.102
```
Forces are in eV/Å.

Now the natural (NBO) charges, all in e: -0.257, -0.478, 0.293, -0.196, -0.303, 0.375, -0.529, -0.256, -0.159, -0.234, -0.510, 0.420, -0.422, -0.072, 0.131, -0.121, -0.183, -0.276, 0.424, -0.304, -0.269, -0.151, -0.327, -0.426, -0.284, 0.172, 0.182, 0.219, 0.243, 0.239, 0.182, 0.216, 0.190, 0.232, 0.265, 0.463, 0.440, 0.230, 0.214, 0.241, 0.245, 0.227, 0.255, 0.231, 0.203, 0.222

C11H10BrEuNS | ωB97M-V/def2-TZVPD

The total charge is -1. The highest occupied orbital energy (alpha / beta) is -1.9231 / -1.9753 eV. For the calculated total energy, the calculation gives -113265.74577 eV. As for the HOMO-LUMO gap (alpha / beta): 3.93 / 4.81 eV. Its lowest unoccupied orbital energy (alpha / beta) is 2.0 / 2.8 eV. Its spin multiplicity is 7.

XYZ file:
```
25
Properties=species:S:1:pos:R:3:forces:R:3
C 0.327 -0.117 -2.102 0.775 -1.602 1.298
C 0.244 1.245 -2.329 1.481 2.001 0.766
C 1.438 1.928 -1.742 1.229 -4.844 -3.564
H -0.579 1.776 -2.789 0.021 -0.071 0.040
C 2.281 0.790 -1.263 -0.263 2.512 -0.835
C 1.610 -0.400 -1.461 -2.123 -1.218 0.226
H 1.941 -1.408 -1.184 -0.032 0.504 -0.107
H -0.449 -0.855 -2.330 0.377 0.202 -0.091
H 1.923 2.745 -2.285 -0.422 0.130 0.806
H 3.296 0.930 -0.889 -0.306 -0.139 -0.004
Eu -0.580 0.359 0.526 1.329 1.861 -2.143
Br -2.989 0.922 -0.671 -0.305 0.282 -0.005
C -1.106 -1.053 2.666 -0.072 -0.716 -0.513
C 0.057 -1.650 2.061 -0.564 -0.118 -0.087
C -0.323 -2.147 0.770 -0.423 -0.488 0.811
H 1.047 -1.749 2.524 -0.519 0.256 -0.346
C -1.721 -1.892 0.598 0.181 -0.325 0.749
C -2.209 -1.217 1.766 0.943 -0.729 0.193
H -3.229 -0.891 1.950 0.321 0.014 -0.201
H -1.149 -0.578 3.649 0.066 -0.176 -0.435
H 0.348 -2.640 0.057 -0.454 0.298 0.384
H -2.301 -2.096 -0.300 0.179 0.054 0.310
S 0.582 2.403 2.370 -0.083 -1.189 1.573
C 0.776 2.688 0.804 -0.198 2.135 -4.939
N 0.766 2.907 -0.396 -1.135 1.366 6.116
```
Forces are in eV/Å.

Now the natural (NBO) charges, all in e: -0.412, -0.343, -0.203, 0.216, -0.381, -0.356, 0.202, 0.221, 0.201, 0.197, 1.348, -0.585, -0.342, -0.349, -0.345, 0.238, -0.350, -0.323, 0.248, 0.236, 0.247, 0.252, -0.171, -0.034, -0.413

Max |F| (eV/A)
3.07, 0.75, 2.01, 3.61, 1.17, 6.37
Molar mass (u)
103.14, 409.92, 745.55, 205.04, 342.39, 420.14